Density functional theory data (ωB97M-V/def2-TZVPD) for a molecular structure, C32H43BF6N12O5PRbS2 at a distorted geometry.

Calculated values
M: 981.15 g/mol
Multiplicity: 1
Total charge: -2
Gap between HOMO and LUMO: 5.22 eV
Lowest unoccupied orbital energy: 0.1349 hartree

Geometry (Å):
1 Rb -0.33484 -0.82862 0.23010
2 N 1.78233 2.28370 -1.55056
3 C 0.93341 2.12980 -2.57860
4 N 0.80422 3.16297 -3.42678
5 C -0.03455 2.92969 -4.42853
6 N -0.23601 3.95357 -5.31566
7 N -0.72168 1.80744 -4.64699
8 C -0.52408 0.86852 -3.72354
9 N 0.29313 0.95594 -2.69490
10 C -1.34621 -0.37175 -3.84152
11 C -2.56838 -0.32447 -4.49850
12 C -3.32574 -1.48011 -4.56540
13 C -2.83096 -2.64109 -3.99750
14 C -1.59294 -2.59246 -3.37721
15 N -0.86523 -1.48501 -3.29120
16 H 2.10638 3.21673 -1.36788
17 H 1.75865 1.63561 -0.77125
18 H 0.46933 4.66873 -5.32805
19 H -0.66029 3.69250 -6.18825
20 H -2.91439 0.61604 -4.90237
21 H -4.30049 -1.46817 -5.03690
22 H -3.39563 -3.56381 -4.00875
23 H -1.17110 -3.48059 -2.91475
24 B -4.16157 -0.05582 -1.63487
25 N -4.05589 1.37402 -2.24400
26 C -5.07310 2.10913 -2.73140
27 C -4.57128 3.32167 -3.16136
28 C -3.19760 3.22330 -2.88434
29 N -2.89662 2.04758 -2.34044
30 N -4.27996 -0.01965 -0.08596
31 C -5.31936 -0.45655 0.64730
32 C -4.98651 -0.35664 1.98428
33 C -3.68136 0.15568 1.96362
34 N -3.26259 0.35608 0.71802
35 H -5.20173 -0.53617 -2.05265
36 H -3.19245 -0.70262 -1.94938
37 H -6.07643 1.71383 -2.73144
38 H -5.11047 4.14316 -3.60463
39 H -2.41725 3.94597 -3.06640
40 H -6.21389 -0.81281 0.16145
41 H -5.58052 -0.63685 2.83808
42 H -3.02165 0.35844 2.79507
43 C 0.98379 3.82378 1.69269
44 N 0.07977 2.79662 1.22789
45 C -0.90168 3.35132 0.30921
46 C -0.60709 2.17357 2.36175
47 C 0.26819 1.36632 3.30652
48 C 0.23330 1.71491 4.65923
49 C 0.88512 0.93725 5.61245
50 C 1.55066 -0.20438 5.18846
51 C 1.58331 -0.51854 3.82789
52 C 0.97866 0.24684 2.81345
53 H 0.44328 4.65806 2.18214
54 H 1.54978 4.24383 0.85447
55 H 1.68256 3.40193 2.41639
56 H -1.52783 4.12177 0.79747
57 H -1.55955 2.56702 -0.06798
58 H -0.40233 3.81890 -0.54402
59 H -1.37933 1.52288 1.94314
60 H -1.14264 2.95984 2.93121
61 H -0.32340 2.59619 4.97715
62 H 0.85039 1.20598 6.66359
63 H 2.03291 -0.85489 5.91564
64 H 2.11386 -1.43761 3.55928
65 C 5.36591 1.54741 2.69273
66 C 4.00531 1.65068 2.01024
67 P 3.60428 0.44053 0.67051
68 C 4.17928 -1.12858 1.46766
69 C 3.55236 -2.39144 0.88444
70 C 5.02589 0.79074 -0.47981
71 C 4.96464 -0.07249 -1.73960
72 H 5.47244 2.32573 3.45337
73 H 6.19318 1.66085 1.98723
74 H 5.48431 0.58581 3.19552
75 H 3.87667 2.64709 1.57257
76 H 3.20073 1.52756 2.74012
77 H 3.89976 -1.04394 2.52077
78 H 5.27279 -1.18042 1.42372
79 H 2.46476 -2.34921 0.94681
80 H 3.87011 -3.27815 1.43715
81 H 3.82363 -2.53797 -0.16194
82 H 5.99109 0.66236 0.02200
83 H 4.94319 1.84793 -0.75545
84 H 5.16916 -1.12133 -1.51182
85 H 5.69309 0.25199 -2.48877
86 H 3.97345 -0.02372 -2.19360
87 O 2.29628 -2.30287 -2.57598
88 C 1.56710 -1.82775 -1.86287
89 F -3.41490 -5.07251 1.11834
90 C -2.68749 -4.15313 0.48212
91 F -3.45996 -3.09866 0.24806
92 F -2.31229 -4.65739 -0.69410
93 S -1.20373 -3.61773 1.50018
94 O -0.12448 -3.56094 0.54039
95 O -1.62054 -2.37844 2.08197
96 N -1.04100 -4.71068 2.61926
97 S -0.39738 -6.12221 2.31694
98 O -0.55178 -6.95209 3.47530
99 O -0.70760 -6.66615 1.02443
100 C 1.44905 -5.80344 2.25500
101 F 1.89896 -5.75147 1.00589
102 F 1.77583 -4.67492 2.87755
103 F 2.09146 -6.80956 2.86973

Atom charges from the natural (NBO) analysis, given in e for atoms 1 to 5: 0.838, -0.784, 0.607, -0.605, 0.594

---

Density functional theory data (ωB97M-V/def2-TZVPD) for a molecular structure, C32H43BrMnN4O4P2 at a distorted geometry.

Calculated values
M: 744.51 g/mol
<S²>: 6.178
Multiplicity: 5
Total charge: +1
Gap between HOMO and LUMO (alpha / beta): 6.19 / 7.59 eV
Lowest unoccupied orbital energy (alpha / beta): -0.1401 / -0.0928 hartree

Geometry (Å):
1 Mn 0.14404 0.27702 -0.34437
2 Br 1.60338 -0.53129 3.41112
3 C 2.81189 -0.70630 1.96095
4 C 4.03508 -1.31223 2.19801
5 C 4.98079 -1.27411 1.18438
6 C 4.69356 -0.60472 0.00919
7 C 3.42948 -0.08094 -0.13071
8 N 2.48434 -0.14940 0.80775
9 C 3.01242 0.73448 -1.31120
10 O 3.80946 1.55635 -1.74909
11 O 1.77387 0.58310 -1.70594
12 H 4.24224 -1.77239 3.15845
13 H 5.95302 -1.73530 1.33237
14 H 5.42148 -0.48889 -0.78897
15 C -0.12593 2.04334 -3.46247
16 P -0.07178 2.29396 -1.65952
17 C 1.14420 3.61038 -1.48421
18 C -1.67768 3.04745 -1.25866
19 C -1.96710 4.40331 -1.38897
20 C -3.22985 4.87844 -1.05354
21 C -4.20435 4.00144 -0.59064
22 C -3.92283 2.64636 -0.46114
23 C -2.66003 2.17127 -0.79622
24 P -2.18894 0.42657 -0.63787
25 C -3.26464 -0.36704 0.55571
26 C -2.68080 -0.38488 -2.18556
27 H -0.36550 3.00029 -3.92142
28 H -0.87236 1.31618 -3.76434
29 H 0.85624 1.70405 -3.79112
30 H 0.92926 4.34864 -2.24831
31 H 2.13858 3.20394 -1.66115
32 H 1.09277 4.07576 -0.50597
33 H -1.20956 5.09977 -1.74507
34 H -3.45181 5.93842 -1.14916
35 H -5.18701 4.37507 -0.31796
36 H -4.68937 1.97371 -0.08134
37 H -4.28141 -0.31131 0.17669
38 H -3.17864 0.09559 1.53450
39 H -2.96553 -1.41295 0.62491
40 H -3.73899 -0.20483 -2.35039
41 H -2.50763 -1.45878 -2.08195
42 H -2.11831 -0.03171 -3.04020
43 C -0.99336 -3.92624 3.21454
44 C -1.60739 -3.14454 2.03981
45 C -3.14401 -3.28394 2.10478
46 C -1.03670 -3.62554 0.71003
47 C -1.26408 -4.95027 0.33726
48 C -0.79272 -5.46551 -0.85358
49 C -0.09126 -4.62861 -1.70119
50 C 0.15476 -3.29628 -1.37403
51 C 0.93414 -2.44524 -2.36485
52 C 0.27620 -2.42829 -3.75005
53 C 2.40125 -2.88807 -2.45494
54 C -0.30216 -2.80017 -0.14540
55 O -0.09931 -1.46157 0.20778
56 H -1.31389 -3.50788 4.18421
57 H 0.09874 -3.92124 3.18161
58 H -1.32113 -4.97244 3.17989
59 H -1.34785 -2.09796 2.14892
60 H -3.42844 -4.33453 2.25032
61 H -3.63509 -2.95104 1.18516
62 H -3.56219 -2.71219 2.94857
63 H -1.83047 -5.59634 1.00980
64 H -0.98213 -6.49983 -1.12440
65 H 0.27755 -5.01759 -2.65425
66 H 0.94601 -1.44622 -2.01953
67 H 0.27772 -3.42508 -4.20164
68 H 0.81999 -1.75558 -4.42895
69 H -0.76900 -2.09206 -3.69730
70 H 2.46966 -3.88350 -2.91101
71 H 2.85950 -2.94817 -1.46039
72 H 2.99274 -2.19270 -3.07260
73 C 2.09052 4.36409 3.76269
74 N 1.25869 3.47411 2.94999
75 C -0.08265 3.04217 3.30869
76 C -0.40445 2.10599 2.15871
77 O -1.44000 1.46571 2.06066
78 N 0.65865 2.03947 1.28726
79 C 1.60450 2.84715 1.81657
80 N 2.80100 3.01269 1.26834
81 H 1.45516 5.10126 4.24369
82 H 2.79761 4.91168 3.13970
83 H 2.64108 3.82282 4.53309
84 H -0.78964 3.87077 3.34624
85 H -0.10685 2.51061 4.25803
86 H 3.03294 2.56569 0.38999
87 H 3.50034 3.58660 1.70116

Atom charges from the Mulliken analysis, given in e for atoms 1 to 5: 1.902, -0.078, -0.035, -0.722, -0.555